(1)
12
Properties=species:S:1:pos:R:3:forces:R:3 method="wB97M-V/def2-TZVPD" homo_energy_ev=-11.409 relative_energy_kj_mol=102.6 homo_lumo_gap_ev=11.9
O 0.972 2.812 -1.939 0.1354 -0.2318 -0.0351
H 1.231 3.681 -2.246 0.1033 0.1825 -0.1116
H 0.224 2.974 -1.364 -0.3190 -0.0030 0.2049
O 0.338 -1.512 -1.452 -0.1220 -0.2282 0.1651
H 0.993 -1.645 -2.137 0.1509 -0.0428 -0.1796
H 0.354 -0.570 -1.285 -0.0191 0.2931 0.0175
O 0.495 -4.940 2.490 -0.0614 -0.2211 0.0790
H 1.023 -4.365 3.044 0.1328 0.1132 0.1575
H 0.327 -4.424 1.701 -0.0739 0.1214 -0.2568
O -2.005 2.511 0.703 0.1035 -0.0445 -0.2876
H -1.444 2.232 1.427 0.1449 -0.1321 0.1945
H -2.507 3.245 1.058 -0.1754 0.1932 0.0521

***

(2)
13
Properties=species:S:1:pos:R:3:forces:R:3 method="wB97M-V/def2-TZVPD" homo_energy_ev=-13.618 relative_energy_kj_mol=12.1 charge=+1 homo_lumo_gap_ev=9.6
C 1.156 0.752 0.111 1.6628 -0.3881 -0.6454
C -1.259 0.248 -0.296 1.3735 0.4300 1.6501
N -0.056 0.093 0.676 -0.8494 0.2586 -0.4660
Se 2.744 -0.708 0.138 -0.2914 2.8271 3.6124
Se -2.731 -0.742 0.166 -1.3128 -1.3877 0.8005
H 1.202 1.857 0.358 0.5469 -1.6536 0.5575
H 1.106 0.767 -0.971 -0.6360 -0.0993 -0.1283
H -1.525 1.266 -0.312 -0.0138 1.3500 -0.1195
H -0.903 -0.077 -1.208 0.8706 -0.3791 -1.9332
H 0.130 -0.899 0.880 0.0231 0.1632 -0.4197
H -0.344 0.460 1.582 0.1368 0.3485 0.1427
H 2.340 -1.112 -1.087 -0.9817 -0.9735 -3.0764
H -1.860 -1.904 -0.037 -0.5285 -0.4960 0.0255

***

(3)
121
Properties=species:S:1:pos:R:3:forces:R:3 method="wB97M-V/def2-TZVPD" homo_energy_ev=-5.895 homo_lumo_gap_ev=1.4
C 3.672 -5.218 2.508 -0.3371 1.1643 0.7633
C 2.360 -4.326 2.266 -0.0964 -0.7018 1.0125
C 2.553 -2.850 2.788 1.0333 -0.7495 -0.1532
C 2.849 -1.772 1.662 -0.4882 0.2536 0.0967
C 1.908 -1.864 0.389 -0.6524 0.0477 -1.0794
C 0.514 -1.430 0.547 -0.6588 0.0475 -1.4709
C -0.516 -1.422 -0.536 4.3093 -1.0130 -1.7105
C -0.042 -1.971 -1.866 0.7106 0.3168 2.1394
P -1.126 -2.166 -3.391 0.5011 -0.2961 -0.6783
C -2.659 -1.099 -3.335 -1.0647 -0.6898 0.3632
C -1.743 -3.964 -3.356 -0.2256 0.5503 0.7328
C 1.386 -2.412 -2.049 0.2535 1.1319 1.6622
P 1.923 -3.027 -3.745 -1.0019 -1.8146 -1.9160
O 1.220 -4.288 -4.138 0.4868 1.2292 0.8164
O 3.553 -3.297 -3.849 -1.3839 1.2677 0.3331
O 1.589 -1.880 -4.925 1.4470 -1.0100 1.8218
C 2.385 -2.344 -0.939 -4.4145 0.8875 0.5401
N 3.773 -2.679 -1.090 0.6769 1.1633 1.2337
C 4.261 -3.835 -0.286 1.0058 -1.2148 -0.8679
C 4.525 -1.516 -0.998 -0.6905 1.0178 -1.1615
C 4.165 -0.397 -2.120 0.1095 -1.9991 -1.0552
O 5.429 -1.255 -0.213 -0.2014 0.1474 -0.4082
N -1.871 -0.966 -0.360 1.7766 -0.8538 0.5964
P -2.779 -2.309 0.460 -1.7807 -0.6128 2.7284
N -1.729 -3.692 0.657 -1.4939 0.6167 -0.9425
O -4.021 -2.902 -0.542 1.8046 0.2410 -0.4622
C -1.967 0.206 0.487 -0.8177 3.6754 2.0065
C -2.895 1.310 0.164 0.6744 0.4060 1.2683
C -3.837 1.342 -1.073 0.5462 0.8720 0.9811
C -5.367 1.175 -0.716 0.0926 1.4316 -1.6220
C -6.006 2.285 -1.654 -1.2709 -0.8950 -0.1385
O -5.955 -0.082 -1.044 0.4747 0.3673 0.2260
C -3.010 2.525 1.055 0.6899 -1.1688 1.4694
C -4.007 3.726 0.737 2.3341 -1.1663 1.1780
O -3.435 4.499 -0.349 -1.4344 0.6233 0.3740
C -2.196 5.130 0.055 1.9208 1.0599 0.1055
C -2.225 2.685 2.304 -0.0043 -2.7163 -2.0324
C -1.310 1.582 2.631 -0.8347 -0.4982 -0.6081
O -0.529 1.571 3.796 -0.6982 -0.1684 -2.4957
C 0.536 2.584 3.563 -0.4724 0.7673 1.4019
C 0.121 3.798 4.530 -0.9460 -0.1110 0.1729
C -1.191 0.421 1.749 -1.0220 0.4727 -1.5359
S -0.014 -0.845 2.197 0.0298 0.2365 -1.0021
H 3.601 -5.785 3.476 0.0714 0.3130 -1.0256
H 4.601 -4.574 2.583 -0.9912 -0.8760 -0.2935
H 3.788 -6.009 1.657 -0.0162 0.4959 0.4094
H 1.964 -4.415 1.225 0.3885 0.2612 0.9933
H 1.575 -4.800 2.934 0.6806 0.4773 -0.9630
H 3.469 -2.865 3.461 -1.0627 0.1998 -0.6215
H 1.692 -2.617 3.458 0.3571 0.2137 -0.7334
H 2.691 -0.750 2.141 0.0637 -1.0080 -0.5648
H 3.941 -1.838 1.420 -1.2159 -0.0203 -0.0243
H -2.473 0.004 -3.367 0.2056 -1.1097 0.1195
H -3.268 -1.411 -2.440 0.4721 0.7089 -0.9482
H -3.273 -1.362 -4.252 0.8897 0.1737 0.8827
H -0.952 -4.555 -2.816 -0.8199 0.4733 -0.8048
H -2.711 -4.031 -2.783 0.8589 -0.0876 -0.6464
H -1.850 -4.282 -4.432 0.1276 0.1948 1.2837
H 3.769 -4.219 -3.618 -0.4126 0.2948 -0.0534
H 0.864 -2.287 -5.435 0.1639 0.1673 0.3580
H 5.104 -4.311 -0.877 -0.8971 0.5571 0.7106
H 4.694 -3.559 0.708 -0.6925 -0.1853 -0.9490
H 3.458 -4.618 -0.235 0.8084 0.9804 0.1021
H 4.324 0.663 -1.758 1.5260 -4.6315 -6.1555
H 4.871 -0.624 -2.976 -0.5536 0.4974 1.1015
H 3.129 -0.562 -2.556 1.1956 0.7526 0.8109
H -1.489 -3.812 1.660 0.0497 0.4563 -0.1642
H -2.248 -4.531 0.373 0.4080 0.2643 -0.1681
H -4.484 -2.177 -0.996 0.0715 -0.1556 0.4897
H -3.499 0.702 -1.925 -0.5034 0.3415 1.0368
H -3.783 2.413 -1.446 0.2716 -1.4052 0.3349
H -5.581 1.483 0.350 0.2029 -1.1409 -1.0243
H -5.556 2.205 -2.683 -0.3742 0.3579 1.0243
H -5.805 3.282 -1.193 -0.1151 -0.5528 -0.7871
H -7.124 2.155 -1.763 1.1297 0.2121 0.2710
H -5.922 -0.187 -2.012 0.0415 0.0875 0.5132
H -5.047 3.361 0.492 1.0256 0.3127 0.1152
H -4.022 4.413 1.636 -0.2225 -0.8889 -0.6454
H -1.284 4.531 -0.230 -1.1311 0.2399 0.2847
H -2.122 5.325 1.162 -0.3809 -0.3708 -1.0335
H -2.061 6.135 -0.450 -0.5752 -1.1764 0.3540
H -2.297 3.567 2.983 0.0414 -0.8822 -0.7431
H 0.568 2.841 2.476 -0.2639 -0.3280 1.2362
H 1.536 2.148 3.852 -1.1689 0.2372 -0.1898
H 0.141 4.789 4.010 -0.1903 -1.1768 0.6805
H 0.774 3.887 5.433 -0.5412 -0.2111 -0.8970
H -0.940 3.626 4.888 1.0728 -0.1318 -0.2015
O 0.614 1.912 -2.966 1.7226 -0.0089 0.1649
S 1.657 2.222 -1.954 -6.0594 2.5325 -0.3588
O 1.359 3.510 -1.309 1.0517 -1.0997 -0.3211
O 2.980 2.309 -2.652 2.4373 -0.3613 -0.0683
O 1.714 1.143 -0.935 1.8151 -0.6371 0.5797
C 4.831 3.271 5.099 -0.1272 -0.3308 -0.0071
N 3.522 3.969 5.157 0.2907 0.3602 -0.8158
O 2.909 3.930 6.217 -0.2256 -0.0140 0.2056
O 3.147 4.542 4.111 4.2491 0.1862 5.3134
H 5.028 2.820 6.068 -0.0817 0.0183 -0.0567
H 4.765 2.508 4.325 0.1059 0.0571 -0.0310
H 5.588 4.014 4.857 -0.0840 -0.0696 -0.0973
Ca 3.896 1.322 -0.463 -2.8897 3.1972 6.0228
O -0.796 -3.653 3.615 0.2797 0.3065 1.4966
V -0.393 -3.305 5.263 0.3692 0.0938 0.7526
O 0.008 -2.955 6.893 -0.6679 -0.5276 -2.5951
Cl 5.321 -6.765 0.797 0.0261 -0.0944 -0.0391
Li 2.588 2.922 -4.368 -0.6422 -0.1964 0.5105
Cl 1.804 4.633 2.658 -1.6155 1.2549 -6.2112
N 2.048 -7.656 0.240 -0.1560 -0.8654 0.0308
O 2.348 -6.471 -0.023 0.0666 0.1320 -0.0044
O 1.201 -7.895 1.106 0.1239 0.3650 -0.0196
O 2.600 -8.576 -0.364 0.0241 0.3592 -0.0475
C -2.899 4.234 -3.446 -0.3735 -0.5780 0.1952
C -3.096 5.693 -3.135 -0.5103 0.3732 0.1359
O -1.779 6.219 -3.230 0.2236 -0.4857 -0.3718
C -1.069 5.371 -4.044 0.1028 -0.0041 0.1312
O 0.013 5.599 -4.467 0.2092 0.0760 -0.0723
O -1.768 4.240 -4.305 0.0102 0.4941 0.0708
H -3.764 3.796 -3.948 0.1867 -0.0247 -0.1417
H -2.666 3.642 -2.558 0.1003 0.1079 -0.0719
H -3.735 6.190 -3.871 0.0759 -0.0042 -0.0263
H -3.509 5.862 -2.134 0.3127 0.0496 -0.2942
Li -5.517 5.022 -0.344 0.7668 0.0910 -0.1164

***

(4)
12
Properties=species:S:1:pos:R:3:forces:R:3 method="wB97M-V/def2-TZVPD" homo_energy_ev=-8.752 relative_energy_kj_mol=303.7 homo_lumo_gap_ev=9.7
O -2.144 1.478 -0.163 -0.5834 0.0417 -0.4314
C -1.502 0.424 0.388 0.1953 0.1088 0.2056
C -0.687 -0.387 -0.264 0.4234 1.0736 0.4042
C 0.453 -1.079 0.487 -1.3185 0.5941 -0.6050
C 1.673 -0.406 0.005 0.2487 -0.0024 -0.4168
C 2.491 0.370 -0.431 -0.3361 -0.5606 0.2050
H -1.692 1.640 -1.003 -0.3499 0.1263 0.1015
H -1.667 0.315 1.456 0.1217 0.3566 -0.0383
H -0.619 -0.416 -1.357 0.0627 0.2523 0.3738
H 0.088 -2.033 0.144 1.9322 -1.4579 0.4269
H 0.389 -0.952 1.578 -0.2330 -0.2625 -0.4258
H 3.216 1.044 -0.842 -0.1632 -0.2699 0.2001

***

(5)
60
Properties=species:S:1:pos:R:3:forces:R:3 method="wB97M-V/def2-TZVPD" homo_energy_ev=-8.096 relative_energy_kj_mol=1729.7 homo_lumo_gap_ev=8.3
C 15.168 0.835 -2.975 2.2567 -1.9015 3.0368
O 15.094 1.698 -4.003 -5.4503 -0.0047 14.2483
H 16.204 0.501 -2.907 0.1928 0.4887 0.0489
H 14.999 1.419 -2.070 -1.0035 -1.2981 -0.5408
H 14.712 -0.138 -3.157 -0.7110 0.5718 0.3879
H 14.223 2.095 -4.072 0.2887 0.2157 1.7894
C 15.045 3.760 -2.250 -0.5709 0.1832 0.5416
O 15.787 4.951 -2.333 0.2335 0.2214 -0.2187
H 14.534 3.513 -3.181 0.0005 1.1159 0.4476
H 15.669 2.883 -2.076 0.2471 0.5857 0.3967
H 14.297 3.910 -1.472 -0.2047 -0.5687 0.1487
H 16.117 5.102 -1.445 0.1631 0.2456 -0.0410
C 13.657 -1.262 -5.240 -0.9203 -1.0432 0.3795
O 14.896 -1.234 -5.916 -5.5629 -1.9167 3.4597
H 12.997 -0.395 -5.237 1.5061 -0.7387 -0.9144
H 12.971 -1.964 -5.713 0.3771 -0.7149 0.1358
H 13.745 -1.452 -4.170 0.0680 -0.7068 0.0848
H 15.563 -0.992 -5.269 0.5736 0.6509 0.6477
C 12.599 1.617 -4.575 -0.9717 -0.6835 -1.6182
O 12.884 1.360 -3.254 -2.0033 0.1723 2.0029
H 11.701 2.201 -4.780 0.3311 0.4476 0.0564
H 13.555 1.933 -4.990 -2.1318 0.7562 -1.9922
H 12.530 0.627 -5.027 -1.0854 1.7138 -0.4196
H 12.293 0.653 -2.985 0.0559 0.0106 0.4930
C 18.094 -1.300 -5.631 0.2578 -1.1196 -0.2796
C 17.266 -0.060 -5.945 1.1933 -1.8476 -2.1993
C 16.332 -0.283 -7.156 1.7010 0.0670 -2.7006
O 16.575 0.266 -4.840 4.6257 -9.5449 6.0061
H 17.426 -2.160 -5.612 -0.1002 -0.1722 0.4184
H 18.684 -1.278 -4.714 -0.4399 0.4212 0.3705
H 18.851 -1.617 -6.348 -0.1212 0.5310 -0.6668
H 17.954 0.717 -6.278 0.0150 -0.8984 0.6329
H 16.981 -0.397 -8.024 0.1101 0.5524 -0.4751
H 15.580 0.503 -7.226 0.8523 0.1633 -0.7045
H 15.635 -1.121 -7.141 2.2951 -0.0111 -1.4797
H 16.064 1.067 -4.977 0.7331 -2.5108 -0.7148
C 13.210 -0.269 0.717 -1.0652 0.3848 1.4719
C 14.304 -0.405 -0.265 1.1783 1.7221 -0.6819
C 15.437 0.718 -0.103 -1.1987 -0.8904 -0.3794
O 14.932 -1.617 -0.108 0.4991 -2.0053 0.6583
H 12.833 0.753 0.748 0.1742 0.1905 -0.0528
H 13.523 -0.525 1.729 0.2043 0.0402 0.0552
H 12.318 -0.864 0.524 0.2274 -0.3588 -0.3229
H 13.801 -0.433 -1.231 0.3202 0.6862 -0.4435
H 16.196 0.600 -0.876 0.2055 -0.4702 0.4329
H 15.884 0.589 0.882 -0.1280 0.2272 0.0206
H 15.073 1.725 -0.304 -0.2243 0.0455 0.7566
H 15.736 -1.666 -0.630 -0.0227 0.1032 -0.1121
C 17.811 2.467 -6.904 -0.3594 1.5353 -0.4217
C 16.983 2.427 -5.607 -0.9325 3.4027 -1.3304
C 16.481 3.813 -5.202 2.1901 1.1665 0.4150
O 15.766 1.760 -5.726 0.2897 7.2152 -15.7911
H 17.464 1.728 -7.627 0.5565 -0.1073 0.2338
H 18.863 2.463 -6.620 0.1178 -0.6003 -0.3419
H 17.722 3.391 -7.474 -0.3946 0.5267 0.3040
H 17.530 1.873 -4.844 0.3949 1.0809 0.2271
H 16.011 3.919 -4.225 0.4083 -0.3905 -0.4677
H 15.823 4.293 -5.926 0.1231 -0.3843 -0.3435
H 17.399 4.397 -5.147 -0.0917 0.7606 0.1492
H 15.295 1.937 -4.908 0.7275 2.6864 -4.8041

***

(6)
31
Properties=species:S:1:pos:R:3:forces:R:3 method="wB97M-V/def2-TZVPD" homo_energy_ev=-6.037 charge=-1 homo_lumo_gap_ev=8.8
C -1.175 -1.651 1.948 0.1234 -0.0529 -0.0459
C -1.342 -2.080 0.488 -0.0785 -0.1836 0.1972
C -2.428 -1.369 -0.303 0.0914 0.0612 -0.0209
Br -4.103 -1.335 0.687 -0.0596 -0.0132 -0.0234
S -2.021 0.309 -0.869 -0.1475 -0.2015 -0.3452
O -1.511 1.058 0.273 -0.0237 0.0531 0.0475
O -3.223 0.818 -1.484 0.2738 0.0067 0.1923
N -0.900 -0.158 -1.886 0.0864 0.1030 0.2511
S 0.103 0.873 -2.586 -0.0625 0.0303 -0.1744
O -0.578 2.054 -3.073 0.1285 -0.1579 -0.0441
O 0.915 0.112 -3.515 -0.2285 0.1425 0.1273
C 1.220 1.465 -1.335 0.2717 0.0301 -0.1348
C 2.188 0.401 -0.808 0.0416 0.2106 -0.0332
C 2.606 0.639 0.647 -0.0996 -0.2762 0.0071
C 1.408 0.704 1.593 -0.0238 0.2369 -0.1814
O 0.957 2.048 1.769 0.0092 -0.0746 0.1251
H -0.178 -1.926 2.300 -0.0533 -0.0116 0.0059
H -1.904 -2.154 2.583 -0.0423 0.0831 -0.0004
H -1.286 -0.575 2.066 -0.0421 -0.0265 0.0034
H -0.411 -1.968 -0.073 -0.0322 0.1127 -0.0279
H -1.591 -3.146 0.474 0.0894 0.0210 -0.0790
H -2.628 -1.895 -1.232 -0.1079 -0.0045 0.0381
H 0.629 1.937 -0.555 -0.0930 -0.0839 -0.0198
H 1.761 2.251 -1.866 -0.0007 0.0424 0.1139
H 3.065 0.393 -1.459 0.0085 -0.1068 0.0384
H 1.742 -0.594 -0.897 -0.1147 0.0596 0.0535
H 3.207 1.547 0.743 -0.0702 0.0417 0.0619
H 3.233 -0.199 0.969 0.0838 0.0670 -0.0687
H 1.654 0.279 2.572 0.0375 0.0003 0.0009
H 0.595 0.124 1.153 0.0325 -0.1164 0.0891
H -0.004 2.038 1.677 0.0024 0.0075 -0.1536

***

What did the fourth record say?
12
Properties=species:S:1:pos:R:3:forces:R:3 method="wB97M-V/def2-TZVPD" homo_energy_ev=-8.752 relative_energy_kj_mol=303.7 homo_lumo_gap_ev=9.7
O -2.144 1.478 -0.163 -0.5834 0.0417 -0.4314
C -1.502 0.424 0.388 0.1953 0.1088 0.2056
C -0.687 -0.387 -0.264 0.4234 1.0736 0.4042
C 0.453 -1.079 0.487 -1.3185 0.5941 -0.6050
C 1.673 -0.406 0.005 0.2487 -0.0024 -0.4168
C 2.491 0.370 -0.431 -0.3361 -0.5606 0.2050
H -1.692 1.640 -1.003 -0.3499 0.1263 0.1015
H -1.667 0.315 1.456 0.1217 0.3566 -0.0383
H -0.619 -0.416 -1.357 0.0627 0.2523 0.3738
H 0.088 -2.033 0.144 1.9322 -1.4579 0.4269
H 0.389 -0.952 1.578 -0.2330 -0.2625 -0.4258
H 3.216 1.044 -0.842 -0.1632 -0.2699 0.2001